Density functional theory data (ωB97M-V with the def2-TZVPD basis set) for C45H59HfN6O4P3S4 as an isolated structure.

Computed properties:
Electronic energy ... -5044.7231 Eh
Multiplicity ... 1
HOMO-LUMO gap ... 6.89 eV
Energy relative to the best compared isomer or geometry (same formula, charge and spin) ... 2.932 eV
HOMO energy ... -0.247 hartree
Net charge ... 0

Each line ends with the Löwdin charge.
Geometry (Å):
Hf 0.33 -0.17 0.12  1.1364
O 6.54 2.85 -0.13  -0.0576
C 5.51 2.24 -0.07  -1.0348
S 4.85 1.26 -1.38  0.9531
C 3.40 0.70 -0.55  -1.1320
C 3.23 1.14 0.72  -1.1184
S 1.92 0.80 1.81  0.5595
S 4.47 2.20 1.36  0.9506
S 2.36 -0.36 -1.47  0.4613
N 1.45 -3.45 -0.07  -0.3728
P 0.05 -2.78 -0.79  0.9206
C -1.32 -3.71 -0.01  -0.3572
C -1.17 -5.00 0.47  -0.0749
C -2.27 -5.65 1.01  -0.0668
C -3.50 -5.02 1.05  -0.0790
C -3.65 -3.73 0.57  -0.0787
C -2.55 -3.07 0.05  -0.1200
C 0.01 -3.73 -2.37  -0.3094
C -1.13 -3.52 -3.14  -0.1071
C -1.31 -4.18 -4.34  -0.0756
C -0.33 -5.06 -4.79  -0.0848
C 0.81 -5.27 -4.03  -0.0803
C 0.98 -4.61 -2.83  -0.0754
P 2.38 -2.40 0.98  0.9442
C 3.94 -3.38 0.89  -0.3300
C 5.11 -2.78 1.36  -0.0852
C 6.28 -3.51 1.45  -0.0801
C 6.31 -4.84 1.06  -0.0907
C 5.16 -5.44 0.58  -0.0843
C 3.98 -4.71 0.49  -0.1052
C 2.00 -3.05 2.65  -0.3617
C 1.64 -4.36 2.90  -0.0901
C 1.44 -4.79 4.20  -0.0751
C 1.61 -3.91 5.26  -0.0863
C 1.95 -2.59 5.01  -0.0848
C 2.15 -2.16 3.71  -0.1186
H 2.10 -3.64 -0.84  0.0098
H -0.21 -5.48 0.42  0.1005
H -2.15 -6.65 1.40  0.1058
H -4.35 -5.55 1.46  0.1018
H -4.61 -3.25 0.60  0.1004
H -2.63 -2.05 -0.31  0.0938
H -1.88 -2.83 -2.78  0.0918
H -2.20 -4.01 -4.92  0.1035
H -0.47 -5.58 -5.72  0.1021
H 1.57 -5.94 -4.37  0.1045
H 1.88 -4.80 -2.27  0.0913
H 5.09 -1.74 1.65  0.1055
H 7.18 -3.04 1.82  0.1032
H 7.22 -5.41 1.14  0.0999
H 5.17 -6.47 0.28  0.1014
H 3.09 -5.21 0.13  0.0876
H 1.51 -5.05 2.08  0.0899
H 1.16 -5.81 4.39  0.1026
H 1.48 -4.25 6.27  0.0990
H 2.06 -1.89 5.83  0.1019
H 2.42 -1.13 3.51  0.0444
N -1.67 0.62 1.48  -0.0289
C -1.28 0.56 2.89  -0.2558
C -1.42 -0.85 3.44  -0.0684
C -0.84 -1.97 2.55  -0.5912
O -1.04 -3.12 2.86  0.0969
O -0.16 -1.60 1.50  -0.3736
H -1.69 1.59 1.16  0.0329
H -2.62 0.26 1.40  0.0903
H -1.89 1.24 3.51  0.1210
H -0.24 0.89 2.97  0.0399
H -2.47 -1.11 3.61  0.1231
H -0.91 -0.94 4.40  0.1242
O -0.73 -0.51 -2.46  -0.1806
H 0.15 -0.46 -2.88  0.0034
H -1.22 0.24 -2.82  0.0382
N -0.08 1.53 -0.86  -0.3522
P -0.85 2.85 -0.70  0.6339
N -0.63 3.97 -2.00  -0.1893
C -1.59 4.05 -3.09  -0.2300
C -1.12 5.04 -4.15  -0.1767
C 0.14 4.52 -4.84  -0.1946
C 0.92 3.61 -3.89  -0.1761
C 0.76 4.09 -2.45  -0.2231
N -0.43 3.66 0.73  -0.1919
C -1.23 4.62 1.49  -0.2184
C -0.54 4.94 2.81  -0.1775
C 0.76 5.72 2.55  -0.1884
C 1.40 5.25 1.24  -0.1659
C 1.00 3.80 1.00  -0.2713
N -2.57 2.72 -0.57  -0.2023
C -3.17 1.57 -1.23  -0.2462
C -4.55 1.26 -0.64  -0.1664
C -5.52 2.44 -0.87  -0.1857
C -4.75 3.70 -1.27  -0.1869
C -3.51 3.83 -0.40  -0.2252
H -2.55 4.38 -2.69  0.0858
H -1.75 3.07 -3.58  0.1150
H -0.92 5.99 -3.65  0.1141
H -1.91 5.21 -4.88  0.1111
H 0.76 5.37 -5.14  0.1069
H -0.12 3.97 -5.75  0.1064
H 1.98 3.60 -4.16  0.1156
H 0.57 2.58 -3.95  0.1061
H 1.09 5.13 -2.37  0.1225
H 1.39 3.47 -1.81  0.0870
H -2.20 4.19 1.70  0.0907
H -1.38 5.56 0.93  0.1221
H -0.32 4.01 3.33  0.1091
H -1.22 5.52 3.44  0.1129
H 1.44 5.57 3.38  0.1095
H 0.54 6.79 2.49  0.1064
H 2.49 5.31 1.31  0.1105
H 1.08 5.87 0.40  0.1090
H 1.26 3.23 1.89  0.0507
H 1.55 3.38 0.16  0.0762
H -2.50 0.72 -1.09  0.0688
H -3.29 1.74 -2.30  0.1133
H -4.45 1.07 0.43  0.0986
H -4.94 0.36 -1.11  0.1123
H -6.08 2.63 0.04  0.1087
H -6.24 2.19 -1.65  0.1080
H -5.38 4.58 -1.13  0.1185
H -4.49 3.65 -2.33  0.0988
H -3.87 3.85 0.64  0.1124
H -3.00 4.78 -0.59  0.1064